[1]
The following is a DFT calculation (ωB97M-V/def2-TZVPD) of an isolated molecule of C6H10.

```
16
Properties=species:S:1:pos:R:3:forces:R:3
H -0.64685 1.33371 1.45188 -0.135 -0.052 0.070
H -0.84767 2.12152 -1.40504 0.047 -0.121 -0.089
H -0.66619 0.62735 -2.42761 0.049 -0.045 0.174
C 0.78798 0.88224 -0.72020 -0.228 -0.181 0.091
C -1.24446 0.50997 1.06343 0.062 0.078 0.099
C 1.63900 -1.07347 0.65623 -0.022 -0.064 0.029
H 1.76779 -2.15733 0.58718 -0.057 0.105 0.026
H 1.21618 -0.84345 1.64032 -0.013 0.011 -0.181
H 2.62989 -0.60771 0.62698 -0.180 -0.049 -0.062
H -1.17249 -0.33644 1.75689 -0.024 0.145 -0.060
C -0.43437 1.11484 -1.47185 -0.106 0.202 -0.133
H -2.29730 0.81220 1.02057 0.173 -0.038 -0.058
C -0.73224 0.09398 -0.29573 -0.287 -0.029 0.220
H 0.58518 -1.26841 -1.26560 0.246 0.035 -0.157
C 0.78316 -0.53301 -0.47886 0.176 -0.147 -0.054
H -1.36762 -0.67599 -0.73859 0.300 0.150 0.084
```
Forces are in eV/Å.

Calculated values
Calculated total energy, Eh: -234.46286
Molar mass, u: 82.1
Net charge: 0
Relative energy (zero: lowest compared OMol25 entry of this formula, charge and spin), kJ/mol: 366.7

=====

[2]
The following is a DFT calculation (ωB97M-V/def2-TZVPD) of a 2-piece molecular cluster, C6H10 overall.

```
16
Properties=species:S:1:pos:R:3:forces:R:3
H 0.36839 1.88726 -0.63983 0.063 -0.213 -0.062
H -0.00130 0.78380 -2.01072 -0.007 0.067 0.126
H 1.29238 -2.34741 -0.50084 -0.121 0.019 -0.328
H -0.55168 -1.70005 0.96913 0.662 0.301 0.059
C 0.68226 -1.54347 -0.91559 -0.069 -0.197 -0.361
H 0.99743 0.67950 1.50598 0.096 0.324 0.622
C -0.25051 -1.05234 0.14091 0.200 0.034 0.340
C -0.92311 0.23472 -0.04854 0.040 0.163 0.251
H 2.10182 -0.00934 -0.05964 -0.551 -0.328 0.305
C 0.14227 0.85700 -0.92797 -0.009 0.110 -0.134
H 0.37616 1.04535 1.71122 0.406 0.164 0.346
H 0.42396 -1.66765 -1.96139 -0.206 -0.052 -0.079
H -1.94638 0.34289 1.80459 -0.102 0.008 -0.287
C -1.60125 0.86685 0.91416 -0.462 -0.082 -0.355
C 1.08238 -0.22828 -0.38933 0.164 -0.180 -0.321
H -1.74673 1.94262 0.89111 -0.104 -0.136 -0.122
```
Forces are in eV/Å.

Calculated values
Calculated total energy, Eh: -234.45650
Molar mass, u: 82.1
Net charge: 0
SMILES: C=C1C[C@@H]2C[C@H]12.[H][H]
Relative energy (zero: lowest compared OMol25 entry of this formula, charge and spin), kJ/mol: 383.4

=====

[3]
The following is a DFT calculation (ωB97M-V/def2-TZVPD) of an isolated molecule of C6H10.

```
16
Properties=species:S:1:pos:R:3:forces:R:3
C -2.12858 -0.22467 0.48337 0.037 0.005 -0.001
H -3.58953 1.15360 -0.35532 0.113 -0.020 -0.038
H -2.31998 0.08159 1.51833 0.008 -0.044 -0.133
C 2.77937 0.20579 0.29760 0.071 -0.026 0.044
H 3.83079 -0.00491 0.07488 -0.158 0.030 -0.016
H -2.37024 0.58863 -1.52150 -0.052 0.025 0.173
C -0.70634 -0.54431 0.32182 0.450 -0.093 0.070
H 1.91687 -0.79486 -1.39501 -0.115 -0.122 -0.157
C 0.46957 -0.72951 0.13043 -0.342 0.075 -0.525
C 1.86724 -0.87772 -0.31253 0.134 0.263 0.709
H 2.24353 -1.86910 -0.03822 -0.074 0.102 -0.051
H 2.66885 0.25036 1.38497 -0.007 -0.059 -0.142
H -1.93081 1.79119 -0.30475 -0.112 -0.129 -0.004
C -2.53431 0.89564 -0.48350 -0.045 0.061 -0.017
H -2.73617 -1.11957 0.29941 0.118 0.130 0.042
H 2.53973 1.19786 -0.10000 -0.027 -0.197 0.046
```
Forces are in eV/Å.

Calculated values
Calculated total energy, Eh: -234.55537
Molar mass, u: 82.1
Net charge: 0
SMILES: CCC#CCC
Relative energy (zero: lowest compared OMol25 entry of this formula, charge and spin), kJ/mol: 123.8